<a>
# C7H17NO2

A 2-piece molecular cluster, C7H17NO2 overall (the ωB97M-V functional and the def2-TZVPD basis, the Open Molecules 2025 dataset).

Its structure (SMILES) is COC(C)(C)C.C/N=C\O. The HOMO energy is -9.831 eV. The calculation puts the gap between HOMO and LUMO at 0.381 hartree.

Each atom is followed by the atoms it is bonded to, with distances in Å.
Cartesian coordinates (Å):
1 C 0.56 1.31 -1.74  O2 1.399, H7 1.094, H8 1.097, H9 1.097
2 O 1.63 0.50 -1.38  C1 1.399, C3 1.438
3 C 1.62 -0.46 -0.30  O2 1.438, C4 1.546, C5 1.537, C6 1.537
4 C 3.05 -1.03 -0.41  C3 1.546, H10 1.086, H11 1.086, H12 1.087
5 C 1.41 0.17 1.08  C3 1.537, H13 1.089, H14 1.088, H15 1.085
6 C 0.61 -1.60 -0.51  C3 1.537, H16 1.087, H17 1.085, H18 1.088
7 H 0.94 1.90 -2.59  C1 1.094
8 H -0.31 0.74 -2.10  C1 1.097
9 H 0.28 2.02 -0.95  C1 1.097
10 H 3.05 -2.09 -0.61  C4 1.086
11 H 3.61 -0.85 0.51  C4 1.086
12 H 3.56 -0.52 -1.22  C4 1.087
13 H 2.02 1.07 1.17  C5 1.089
14 H 1.74 -0.55 1.84  C5 1.088
15 H 0.38 0.41 1.29  C5 1.085
16 H 0.88 -2.43 0.14  C6 1.087
17 H -0.41 -1.32 -0.26  C6 1.085
18 H 0.64 -1.94 -1.55  C6 1.088
19 C -3.50 -0.05 1.83  N20 1.434, H23 1.093, H24 1.090, H25 1.090
20 N -2.22 -0.05 1.18  C19 1.434, C21 1.247
21 C -1.97 0.71 0.22  N20 1.247, O22 1.359, H26 1.072
22 O -2.79 1.61 -0.38  C21 1.359, H27 0.962
23 H -4.21 0.66 1.40  C19 1.093
24 H -3.90 -1.06 1.76  C19 1.090
25 H -3.34 0.18 2.88  C19 1.090
26 H -0.98 0.63 -0.20  C21 1.072
27 H -2.33 2.06 -1.10  O22 0.962



<b>
# C7H17NO2

A 3-piece molecular cluster, C7H17NO2 overall (the ωB97M-V functional and the def2-TZVPD basis, the Open Molecules 2025 dataset).

Its structure (SMILES) is C=CCN/C=C/CC.O.O. The HOMO energy is -8.266 eV. The calculation puts the gap between HOMO and LUMO at 0.326 hartree.

Each atom is followed by the atoms it is bonded to, with distances in Å.
Cartesian coordinates (Å):
1 C 1.81 0.98 1.66  C2 1.325, H9 1.078, H10 1.080
2 C 1.00 1.70 0.89  C1 1.325, C3 1.480, H11 1.093
3 C -0.45 1.92 1.09  C2 1.480, N4 1.463, H12 1.106, H13 1.111
4 N -1.33 1.63 -0.04  C3 1.463, C5 1.390, H14 1.002
5 C -1.76 0.32 -0.14  N4 1.390, C6 1.346, H15 1.076
6 C -1.41 -0.71 0.66  C5 1.346, C7 1.522, H16 1.098
7 C -1.56 -2.17 0.29  C6 1.522, C8 1.522, H17 1.099, H18 1.097
8 C -0.20 -2.70 -0.15  C7 1.522, H19 1.091, H20 1.103, H21 1.103
9 H 1.35 0.39 2.43  C1 1.078
10 H 2.88 0.93 1.54  C1 1.080
11 H 1.45 2.42 0.20  C2 1.093
12 H -0.53 3.01 1.28  C3 1.106
13 H -0.92 1.53 2.02  C3 1.111
14 H -1.96 2.37 -0.26  N4 1.002
15 H -2.51 0.10 -0.89  C5 1.076
16 H -0.55 -0.77 1.34  C6 1.098
17 H -2.09 -2.85 0.98  C7 1.099
18 H -2.25 -2.25 -0.56  C7 1.097
19 H 0.76 -2.45 0.30  C8 1.091
20 H -0.03 -2.39 -1.19  C8 1.103
21 H -0.27 -3.79 -0.28  C8 1.103
22 O 2.50 -0.57 -1.08  H23 0.977, H24 0.963
23 H 2.65 -0.47 -2.04  O22 0.977
24 H 1.83 0.10 -0.88  O22 0.963
25 O 0.67 0.88 -2.52  H26 0.972, H27 0.964
26 H 0.72 1.75 -2.95  O25 0.972
27 H 0.20 1.09 -1.71  O25 0.964



Relative energies with respect to the most stable structure, expressed in kcal/mol: <a> 0.0; <b> 15.0.



<a>
# C7H17NO2

One molecule with the formula C7H17NO2 (the ωB97M-V functional and the def2-TZVPD basis, the Open Molecules 2025 dataset).

Its structure (SMILES) is CC[C@@](C)(O)C(C)(C)ON. The HOMO energy is -8.463 eV. The calculation puts the gap between HOMO and LUMO at 0.340 hartree.

Each atom is followed by the atoms it is bonded to, with distances in Å.
Cartesian coordinates (Å):
1 C -0.97 0.73 2.24  C2 1.511, H11 1.092, H12 1.096, H13 1.093
2 C -1.23 -0.37 1.24  C1 1.511, C3 1.695, H14 1.096, H15 1.094
3 C 0.00 -0.80 0.16  C2 1.695, C4 1.529, O5 1.439, C6 1.544
4 C 1.13 -1.45 0.95  C3 1.529, H16 1.097, H17 1.095, H18 1.092
5 O -0.66 -1.81 -0.64  C3 1.439, H19 0.972
6 C 0.42 0.37 -0.75  C3 1.544, C7 1.537, C8 1.535, O9 1.540
7 C 0.89 -0.05 -2.16  C6 1.537, H20 1.095, H21 1.096, H22 1.093
8 C 1.49 1.30 -0.17  C6 1.535, H23 1.091, H24 1.095, H25 1.096
9 O -0.82 1.28 -0.83  C6 1.540, N10 1.439
10 N -1.81 0.97 -1.83  O9 1.439, H26 1.021, H27 1.027
11 H 0.03 0.69 2.66  C1 1.092
12 H -1.68 0.65 3.08  C1 1.096
13 H -1.14 1.72 1.79  C1 1.093
14 H -1.36 -1.32 1.78  C2 1.096
15 H -2.19 -0.22 0.74  C2 1.094
16 H 0.77 -2.33 1.50  C4 1.097
17 H 1.93 -1.80 0.28  C4 1.095
18 H 1.58 -0.77 1.67  C4 1.092
19 H -0.05 -2.53 -0.84  O5 0.972
20 H 1.84 -0.58 -2.12  C7 1.095
21 H 1.01 0.84 -2.79  C7 1.096
22 H 0.17 -0.69 -2.67  C7 1.093
23 H 1.19 1.74 0.78  C8 1.091
24 H 2.45 0.80 -0.04  C8 1.095
25 H 1.64 2.15 -0.85  C8 1.096
26 H -2.61 1.50 -1.50  N10 1.021
27 H -2.01 -0.03 -1.67  N10 1.027



<b>
# C7H17NO2

A 2-piece molecular cluster, C7H17NO2 overall (the ωB97M-V functional and the def2-TZVPD basis, the Open Molecules 2025 dataset).

Its structure (SMILES) is CC[C@](C)(O)ON.C=CC. The HOMO energy is -8.770 eV. The calculation puts the gap between HOMO and LUMO at 0.355 hartree.

Each atom is followed by the atoms it is bonded to, with distances in Å.
Cartesian coordinates (Å):
1 C 2.02 -1.10 0.56  C2 1.516, H8 1.090, H9 1.090, H10 1.091
2 C 0.98 -0.66 -0.46  C1 1.516, C3 1.784, H11 1.086, H12 1.088
3 C 0.62 1.08 -0.30  C2 1.784, C4 1.523, O5 1.329, O6 1.426
4 C 1.77 1.80 -0.98  C3 1.523, H13 1.087, H14 1.086, H15 1.089
5 O 0.49 1.46 0.97  C3 1.329, H16 1.128
6 O -0.64 1.33 -0.93  C3 1.426, N7 1.435
7 N -0.63 0.98 -2.32  O6 1.435, H17 1.019, H18 1.019
8 H 1.94 -0.56 1.50  C1 1.090
9 H 1.91 -2.16 0.80  C1 1.090
10 H 3.04 -0.93 0.20  C1 1.091
11 H 0.17 -1.36 -0.58  C2 1.086
12 H 1.41 -0.61 -1.46  C2 1.088
13 H 2.70 1.53 -0.49  C4 1.087
14 H 1.82 1.54 -2.04  C4 1.086
15 H 1.62 2.87 -0.88  C4 1.089
16 H -0.18 0.74 1.52  O5 1.128
17 H -1.44 0.36 -2.43  N7 1.019
18 H -0.84 1.85 -2.81  N7 1.019
19 C -1.18 -0.33 2.21  C20 1.360, H22 1.084, H23 1.082
20 C -1.42 -1.25 1.23  C19 1.360, C21 1.490, H24 1.081
21 C -2.48 -1.08 0.20  C20 1.490, H25 1.089, H26 1.095, H27 1.092
22 H -1.90 0.46 2.37  C19 1.084
23 H -0.64 -0.64 3.10  C19 1.082
24 H -0.84 -2.16 1.19  C20 1.081
25 H -2.74 -0.03 0.07  C21 1.089
26 H -3.38 -1.63 0.52  C21 1.095
27 H -2.17 -1.50 -0.76  C21 1.092



Relative energies with respect to the most stable structure, expressed in kcal/mol: <a> 0.0; <b> 34.4.